Computed, not measured: an isolated molecule of C3H3IN2O2 in a non-equilibrium geometry, with ωB97M-V with the def2-TZVPD basis set.

Summary:
Maximum force   6.68 eV/A
Calculated total energy   -18333.580 eV
Gap between HOMO and LUMO   0.31867 Eh
SMILES   Cn1nc(I)oc1=O

Structure (XYZ):
```
11
Properties=species:S:1:pos:R:3:forces:R:3
C 3.539230 -0.307079 0.076047 -3.8 5.5 -0.1
C 1.807561 -1.604639 0.003040 -1.8 1.1 -0.1
C -0.055231 -0.181633 -0.038695 0.4 3.6 1.9
N 2.427902 0.626943 0.118384 3.6 -4.6 -0.1
N 1.386565 -0.296131 0.068186 1.0 -2.4 -0.1
O 1.078191 -2.561546 0.005834 1.0 -0.6 -0.2
O 3.163845 -1.556796 -0.077488 0.9 -1.0 0.4
I 5.503802 0.363597 0.115721 -0.7 -0.4 0.0
H -0.253721 0.732738 0.633743 -0.5 -1.5 -0.9
H -0.271702 0.115988 -1.032387 -0.6 0.1 -1.0
H -0.561372 -1.102815 0.246827 0.4 0.3 0.1
```
Forces are in eV/Å.